Record 1
C3H5NO3 | ωB97M-V/def2-TZVPD

Properties
E ... -397.57420 Ha
ΔE to the lowest compared entry with this formula, charge and spin ... 689.16 kJ/mol
Spin multiplicity ... 1
Kohn-Sham gap (spin up / spin down) ... 7.79 / 8.42 eV
HOMO level (spin up / spin down) ... -8.7 / -9.1 eV

Structure (XYZ):
```
12
C3H5NO3 (ωB97M-V/def2-TZVPD)
C -0.90 -1.18 -0.08
C 0.10 -0.17 0.40
C 1.55 0.05 0.04
O 1.09 -0.51 1.32
O -0.89 1.63 -0.58
N -0.20 1.24 0.51
O 1.65 1.38 -0.10
H -1.13 2.55 -0.39
H 2.16 -0.65 -0.53
H -1.72 -1.28 0.64
H -1.31 -0.90 -1.05
H -0.41 -2.15 -0.18
```

Atomic partial charges in e from the natural (NBO) method, atoms 1 to 6: C -0.65; C 0.21; C 0.34; O -0.49; O -0.47; N 0.17

***

Record 2
C5H7N | ωB97M-V/def2-TZVPD

Properties
E ... -249.32412 Ha
ΔE to the lowest compared entry with this formula, charge and spin ... 391.50 kJ/mol
Spin multiplicity ... 1
Kohn-Sham gap (spin up / spin down) ... 7.19 / 7.35 eV
HOMO level (spin up / spin down) ... -6.5 / -6.6 eV

Structure (XYZ):
```
13
C5H7N (ωB97M-V/def2-TZVPD)
C -1.71 -0.90 0.80
C -0.88 -0.10 -0.15
N -0.28 1.03 0.17
C 0.94 1.40 -0.31
C 1.86 0.37 -0.57
C 2.62 -0.57 -0.68
H -2.07 -0.33 1.66
H -2.57 -1.34 0.29
H -1.09 -1.73 1.18
H -0.51 -0.55 -1.06
H -0.70 1.61 0.90
H 1.18 2.46 -0.35
H 3.31 -1.38 -0.66
```

Atomic partial charges in e from the natural (NBO) method, atoms 1 to 6: C -0.66; C 0.00; N -0.39; C -0.29; C -0.07; C -0.30

***

Record 3
C32H55MgN4OP2 | ωB97M-V/def2-TZVPD

Properties
E ... -2429.13365 Ha
ΔE to the lowest compared entry with this formula, charge and spin ... 359.59 kJ/mol
Spin multiplicity ... 1
Kohn-Sham gap ... 5.99 eV
HOMO level ... -8.4 eV
Net charge ... +1

Structure (XYZ):
```
95
C32H55MgN4OP2 (ωB97M-V/def2-TZVPD)
C -0.09 2.67 1.60
C 0.30 2.46 -0.72
C -0.19 4.05 1.51
C 0.08 3.86 -0.84
C -0.16 4.65 0.27
H -0.27 4.62 2.44
H 0.13 4.28 -1.85
H -0.30 5.73 0.17
N 0.02 1.89 0.51
P -0.53 0.34 3.17
P 0.98 0.39 -2.89
C -0.01 2.08 3.02
H 1.01 2.22 3.40
H -0.63 2.72 3.67
C 0.10 -2.78 -0.31
O 0.51 -3.53 -1.07
C 0.99 1.87 -1.89
H 1.07 2.65 -2.64
C 2.28 0.98 -4.18
C -0.62 -0.32 -3.80
C 0.83 -0.62 4.13
C -2.16 0.59 4.11
C 3.31 -0.16 -4.10
H 2.90 -1.12 -4.45
H 4.19 0.09 -4.73
H 3.65 -0.28 -3.06
C 1.74 1.17 -5.61
H 1.27 0.27 -6.03
H 1.03 2.00 -5.65
H 2.59 1.44 -6.26
C 2.95 2.31 -3.77
H 3.98 2.34 -4.15
H 2.43 3.20 -4.18
H 2.96 2.42 -2.68
C -0.21 -1.56 -4.61
H 0.20 -2.34 -3.95
H -1.10 -1.98 -5.11
H 0.54 -1.37 -5.39
C -1.60 -0.74 -2.71
H -1.17 -1.48 -2.02
H -1.93 0.11 -2.10
H -2.51 -1.18 -3.16
C -1.30 0.74 -4.66
H -0.70 1.08 -5.51
H -2.23 0.32 -5.08
H -1.56 1.63 -4.07
C -2.86 -0.78 4.23
H -3.83 -0.64 4.73
H -3.06 -1.21 3.24
H -2.29 -1.51 4.80
C -3.06 1.52 3.27
H -2.64 2.53 3.17
H -3.23 1.12 2.26
H -4.03 1.61 3.77
C -1.94 1.23 5.49
H -2.91 1.64 5.84
H -1.62 0.50 6.24
H -1.22 2.06 5.47
C 2.15 0.17 4.11
H 2.08 1.12 4.66
H 2.92 -0.44 4.61
H 2.48 0.36 3.09
C 1.03 -1.96 3.38
H 1.46 -1.82 2.38
H 1.73 -2.57 3.96
H 0.09 -2.51 3.27
C 0.44 -0.89 5.58
H 0.40 0.04 6.17
H -0.50 -1.44 5.68
H 1.23 -1.51 6.03
Mg -0.14 -0.31 0.63
N 1.65 -0.20 -0.35
C 2.39 0.58 -0.89
C 3.93 0.75 -0.52
C 4.70 1.76 -1.33
C 3.96 1.26 0.92
C 4.54 -0.63 -0.69
H 4.72 1.49 -2.39
H 4.26 2.76 -1.19
H 5.74 1.80 -0.99
H 3.54 0.53 1.61
H 4.99 1.46 1.24
H 3.39 2.19 0.99
H 5.57 -0.66 -0.32
H 3.95 -1.39 -0.16
H 4.56 -0.92 -1.74
N -4.04 -1.85 0.34
C -4.38 -0.54 0.02
C -3.22 0.18 0.04
N -2.17 -0.69 0.36
C -2.70 -1.90 0.56
H -4.66 -2.66 0.42
H -5.39 -0.22 -0.20
H -3.06 1.23 -0.17
H -2.17 -2.81 0.82
```

Atomic partial charges in e from the Mulliken method, atoms 1 to 6: C 0.09; C 0.40; C -0.78; C -1.04; C -1.13; H 0.53

***

Record 4
C4H11NOS2 | ωB97M-V/def2-TZVPD

Properties
E ... -1085.17220 Ha
ΔE to the lowest compared entry with this formula, charge and spin ... 609.85 kJ/mol
Spin multiplicity ... 1
Kohn-Sham gap ... 3.96 eV
HOMO level ... -7.3 eV

Structure (XYZ):
```
19
C4H11NOS2 (ωB97M-V/def2-TZVPD)
N -3.10 0.08 0.69
C -1.81 0.48 -0.01
C -1.16 -0.82 -0.43
O -0.73 -1.64 0.64
C -2.02 1.09 -1.31
S 2.01 -1.14 -0.23
S 1.60 0.56 0.80
C 1.35 1.75 -0.55
H -3.41 0.72 1.42
H -3.64 0.31 -0.15
H -1.08 0.91 0.75
H -0.38 -0.63 -1.15
H -1.93 -1.40 -0.92
H 0.25 -1.68 0.57
H -1.17 1.22 -1.96
H -2.71 1.93 -1.41
H 0.37 1.64 -1.05
H 1.42 2.77 -0.16
H 2.15 1.56 -1.29
```

Atomic partial charges in e from the natural (NBO) method, atoms 1 to 6: N -0.78; C -0.22; C -0.07; O -0.72; C -0.20; S -0.38